Below is a 9-piece molecular cluster, C28H41Cl6F15N2O12 overall at a distorted geometry, with properties calculated with ωB97M-V/def2-TZVPD.

Structure (XYZ):
```
104
Properties=species:S:1:pos:R:3:forces:R:3
C -20.898 -19.947 -18.305 -0.317 -0.508 0.241
C -21.494 -18.686 -17.701 0.509 -0.265 -0.728
O -21.284 -18.607 -16.281 -0.536 -0.152 0.393
C -20.084 -18.260 -15.878 0.338 0.097 -0.156
O -19.139 -18.019 -16.567 0.191 0.065 -0.058
C -19.967 -18.155 -14.343 -0.412 -0.363 0.108
F -19.011 -18.975 -13.901 0.047 -0.085 -0.003
F -19.638 -16.915 -14.014 0.063 0.353 0.157
F -21.109 -18.476 -13.706 0.257 0.161 -0.106
H -20.937 -19.902 -19.392 0.016 0.139 -0.010
H -21.491 -20.816 -18.006 0.066 0.022 -0.016
H -19.870 -20.137 -18.004 0.053 0.252 -0.009
H -22.571 -18.700 -17.827 -0.054 0.240 0.071
H -21.048 -17.817 -18.183 -0.145 0.145 0.186
C -19.410 -25.343 -10.780 -0.409 -0.054 0.030
C -20.525 -24.526 -10.164 1.161 0.278 0.163
O -21.632 -25.394 -9.895 -0.160 -0.495 -0.193
C -22.632 -24.885 -9.217 -0.025 0.392 0.141
O -22.752 -23.746 -8.865 -0.022 0.079 0.052
C -23.700 -25.947 -8.898 -0.050 -0.091 -0.335
F -24.419 -25.561 -7.857 -0.111 -0.056 0.111
F -24.523 -26.091 -9.956 0.121 0.017 0.145
F -23.152 -27.134 -8.636 -0.059 -0.016 0.050
H -19.640 -25.569 -11.821 0.234 -0.094 -0.020
H -19.264 -26.267 -10.221 -0.079 -0.039 -0.051
H -18.484 -24.780 -10.703 -0.009 0.072 -0.244
H -20.809 -23.688 -10.799 -0.212 -0.060 0.044
H -20.143 -24.118 -9.227 -0.365 0.037 0.124
C -15.818 -19.920 -7.856 0.109 0.174 -0.028
C -14.322 -20.105 -7.725 -0.381 0.671 0.135
O -13.812 -20.401 -9.049 0.023 -0.399 0.010
C -12.685 -21.097 -9.105 -0.218 0.124 0.092
O -12.090 -21.572 -8.190 0.285 -0.054 0.150
C -12.203 -21.203 -10.564 0.056 -0.311 -0.082
F -11.645 -20.042 -10.945 -0.074 -0.091 -0.003
F -11.292 -22.168 -10.685 -0.185 0.236 -0.001
F -13.225 -21.476 -11.386 0.171 0.080 -0.008
H -16.275 -19.584 -6.925 0.232 -0.076 0.147
H -16.266 -20.877 -8.118 -0.139 0.089 -0.147
H -16.050 -19.161 -8.605 -0.048 -0.189 -0.136
H -14.113 -20.883 -6.995 0.368 -0.188 -0.271
H -13.808 -19.185 -7.441 -0.099 -0.056 0.263
C -13.751 -17.406 -11.641 -0.682 0.761 -0.168
C -13.640 -18.162 -12.944 0.754 -0.981 1.029
O -12.927 -17.360 -13.887 -0.134 0.680 -0.063
C -12.306 -17.979 -14.864 -0.212 -0.343 -0.096
O -12.265 -19.159 -15.053 0.134 -0.069 -0.124
C -11.618 -16.985 -15.823 0.088 0.174 0.181
F -11.991 -17.248 -17.072 0.042 -0.044 -0.155
F -11.924 -15.713 -15.557 0.063 -0.074 -0.021
F -10.288 -17.123 -15.733 -0.091 -0.001 -0.052
H -14.019 -16.358 -11.809 -0.025 -0.116 -0.133
H -12.835 -17.390 -11.056 0.074 -0.318 -0.038
H -14.583 -17.825 -11.072 0.258 -0.110 0.223
H -14.591 -18.514 -13.339 -0.100 0.413 -0.254
H -13.048 -19.060 -12.740 -0.110 0.007 -0.308
C -19.725 -18.169 -8.782 -0.157 0.478 -0.153
C -19.803 -18.108 -10.307 -0.317 -1.091 1.034
O -18.650 -17.482 -10.869 0.202 0.115 -0.330
C -18.693 -16.168 -10.979 0.116 0.184 0.036
O -19.575 -15.440 -10.639 -0.216 0.102 0.062
C -17.408 -15.594 -11.620 -0.008 -0.226 -0.160
F -16.724 -14.881 -10.720 -0.009 -0.030 0.077
F -16.605 -16.550 -12.095 -0.009 -0.015 0.010
F -17.731 -14.792 -12.631 -0.064 0.105 -0.034
H -20.028 -17.208 -8.362 0.088 -0.082 0.137
H -18.723 -18.411 -8.429 0.078 -0.027 -0.149
H -20.401 -18.941 -8.411 -0.082 0.042 -0.034
H -20.730 -17.634 -10.616 0.129 0.233 -0.222
H -19.794 -19.138 -10.663 0.138 0.158 -0.372
Cl -18.313 -21.577 -9.896 0.076 -0.236 0.008
C -17.586 -21.450 -11.506 -0.041 0.274 -0.283
Cl -16.830 -22.951 -12.038 -0.139 0.023 0.169
Cl -16.403 -20.145 -11.561 -0.015 0.096 0.099
H -18.397 -21.193 -12.177 0.017 -0.236 -0.141
Cl -15.907 -25.848 -9.505 -0.051 -0.034 0.118
C -15.585 -24.316 -8.688 0.169 -0.099 -0.154
Cl -13.951 -24.284 -8.031 -0.053 0.068 -0.083
Cl -16.761 -23.988 -7.414 -0.047 -0.025 -0.075
H -15.674 -23.552 -9.450 -0.002 0.150 0.106
C -23.310 -23.460 -14.600 -0.249 0.431 -0.740
N -22.125 -22.709 -14.251 -0.006 -0.250 0.667
C -22.037 -21.348 -14.707 0.091 0.171 -0.939
C -21.210 -23.175 -13.382 0.425 -0.027 -0.131
O -20.220 -22.563 -13.006 -0.162 -0.015 0.124
H -23.260 -24.501 -14.297 0.142 0.002 0.226
H -23.426 -23.433 -15.690 0.041 -0.147 0.090
H -24.207 -22.980 -14.199 0.039 -0.138 0.213
H -21.866 -21.331 -15.790 -0.082 -0.057 0.034
H -22.957 -20.790 -14.530 0.018 -0.028 0.267
H -21.182 -20.862 -14.260 -0.054 -0.005 0.302
H -21.393 -24.211 -13.054 -0.174 0.019 -0.033
C -20.166 -22.760 -6.836 -0.562 0.245 0.741
N -20.241 -21.727 -5.816 0.151 -0.157 -0.232
C -19.133 -20.800 -5.751 -0.318 0.285 0.476
C -21.168 -21.739 -4.832 -0.158 -0.102 -0.073
O -21.161 -21.016 -3.861 -0.006 0.160 0.121
H -19.311 -23.407 -6.628 0.096 0.103 -0.466
H -20.157 -22.263 -7.804 0.344 -0.310 -0.222
H -21.061 -23.383 -6.796 -0.036 0.101 0.010
H -19.454 -19.938 -5.166 0.023 -0.008 -0.055
H -18.276 -21.229 -5.226 0.143 -0.065 -0.250
H -18.877 -20.465 -6.756 0.179 -0.127 -0.022
H -21.975 -22.470 -5.017 0.064 -0.072 0.000
```
Positions in Å, forces in eV/Å.

Summary:
E_tot = -173150.3127 eV
HOMO level = -9.494 eV
Relative energy (zero: lowest compared OMol25 entry of this formula, charge and spin) = 0.0 kcal/mol
Max |F| = 0.0313 Eh/bohr
SMILES = CCOC(=O)C(F)(F)F.CCOC(=O)C(F)(F)F.CCOC(=O)C(F)(F)F.CCOC(=O)C(F)(F)F.CCOC(=O)C(F)(F)F.ClC(Cl)Cl.ClC(Cl)Cl.CN(C)C=O.CN(C)C=O
2S+1 = 1

Atomic partial charges in e from the Löwdin method, atoms 1 to 6:
1. C -0.06
2. C -0.18
3. O 0.03
4. C -0.41
5. O 0.18
6. C -0.54

***

Below is C28H41N2PPtSb2Se2 as an isolated structure at a distorted geometry, with properties calculated with ωB97M-V/def2-TZVPD.

Structure (XYZ):
```
77
Properties=species:S:1:pos:R:3:forces:R:3
Pt 0.407 -0.219 -0.033 -0.543 -0.023 -0.535
Se 0.514 -0.157 2.632 0.008 -0.539 -0.070
P -0.840 -1.894 2.294 -0.295 1.079 0.517
Se -1.163 -2.135 0.107 -0.246 -0.553 1.029
C -0.167 -3.304 3.172 0.475 -0.014 -0.648
C 0.656 -3.083 4.294 -0.119 -0.318 -0.440
C 1.454 -4.111 4.742 -0.173 -1.451 -0.440
C 1.469 -5.367 4.107 -1.023 0.773 -0.807
C 0.660 -5.542 2.963 0.031 -1.267 -0.031
C -0.200 -4.530 2.502 0.226 -0.676 -0.301
C -2.358 -1.359 3.082 -0.902 0.548 0.114
C -2.246 -0.812 4.380 -0.611 -0.087 -0.928
C -3.429 -0.451 5.049 1.869 0.688 0.643
C -4.645 -0.503 4.428 -1.406 -0.410 -0.458
C -4.746 -0.986 3.108 0.504 0.209 0.644
C -3.620 -1.406 2.426 0.927 -0.759 0.857
H 0.700 -2.122 4.786 -0.055 0.084 -0.089
H 2.099 -4.066 5.584 0.269 0.676 0.755
H 2.074 -6.162 4.547 -0.150 0.173 -0.480
H 0.685 -6.522 2.415 -0.099 1.072 0.686
H -0.865 -4.715 1.598 1.062 0.375 1.295
H -1.246 -0.578 4.775 -0.680 -0.362 0.139
H -3.304 -0.013 6.048 -0.342 -0.318 -0.414
H -5.556 -0.220 4.993 0.668 -0.119 -0.552
H -5.679 -1.082 2.602 -0.641 0.107 -0.027
H -3.735 -1.924 1.473 0.161 0.416 0.097
C 1.337 0.585 -3.991 -0.882 0.017 -0.442
Sb 0.107 -0.543 -2.600 0.172 0.836 -1.728
C 0.445 -2.429 -3.447 0.113 -1.118 -0.345
C -1.855 -0.024 -3.427 -0.234 0.911 0.812
C -1.998 1.440 -3.837 0.556 0.407 0.445
C -1.845 1.766 -5.198 0.320 -0.741 -0.083
C -2.027 3.064 -5.639 0.087 0.429 0.631
C -2.143 4.086 -4.685 0.351 1.342 -1.677
C -2.322 3.828 -3.352 -0.242 -0.296 0.552
C -2.258 2.488 -2.903 -1.058 -0.256 -0.391
C -2.654 2.244 -1.476 1.207 -1.062 0.317
Sb -0.840 2.057 -0.174 -1.537 2.613 0.096
C -1.999 2.556 1.592 1.228 0.083 -0.189
C -0.077 4.112 -0.643 -0.521 0.207 -0.464
H 1.044 1.642 -4.033 0.207 -0.167 0.375
H 1.040 0.201 -4.972 0.203 -0.101 0.042
H 2.411 0.458 -3.887 0.040 -0.006 0.198
H 1.513 -2.632 -3.480 0.195 -0.026 0.503
H 0.193 -2.503 -4.506 -0.521 0.300 0.044
H -0.066 -3.242 -2.901 0.268 0.408 -0.198
H -2.560 -0.289 -2.628 0.111 0.129 -0.087
H -2.121 -0.650 -4.260 0.308 -0.411 -0.376
H -1.495 0.983 -5.912 -0.817 0.566 0.567
H -2.142 3.322 -6.685 0.581 -0.133 -0.009
H -2.015 5.137 -5.064 -0.734 -1.084 0.535
H -2.651 4.675 -2.696 0.631 -1.003 -0.398
H -3.193 1.297 -1.245 0.134 0.774 -0.443
H -3.167 3.117 -1.070 0.033 -0.237 0.147
H -2.216 3.629 1.660 0.018 -0.309 -0.302
H -1.361 2.268 2.432 -0.563 -0.126 0.070
H -2.894 1.963 1.478 -0.262 -0.166 0.404
H -0.898 4.729 -1.172 1.279 -1.230 0.869
H 0.779 3.993 -1.329 -0.386 0.255 0.209
H 0.248 4.668 0.263 -0.238 -0.570 -0.470
N 5.468 0.485 0.042 1.249 -0.856 0.104
C 4.833 -0.803 0.444 0.572 -1.373 1.915
C 3.433 -1.003 -0.154 0.246 -0.205 0.750
N 2.555 0.144 0.135 1.523 1.337 -0.156
C 3.177 1.413 -0.458 0.252 -1.364 1.204
C 4.526 1.579 0.294 -0.511 2.607 0.305
H 5.818 0.415 -0.916 -0.504 0.277 -0.312
H 6.363 0.561 0.572 -0.810 0.343 -0.054
H 4.847 -0.806 1.605 -0.387 0.132 -1.886
H 5.537 -1.613 0.173 -0.501 0.330 -0.076
H 2.988 -1.871 0.350 0.176 0.032 -0.176
H 3.508 -1.242 -1.214 -0.240 0.267 -0.140
H 2.574 0.222 1.183 -0.201 0.153 -1.020
H 2.547 2.264 -0.172 0.127 -0.212 -0.239
H 3.258 1.355 -1.584 -0.067 -0.095 1.252
H 4.364 1.608 1.427 0.121 -0.014 -1.605
H 4.964 2.562 -0.015 -0.008 -0.900 0.367
```
Positions in Å, forces in eV/Å.

Summary:
E_tot = -188969.3140 eV
HOMO level (spin up / spin down) = -10.897 / -12.557 eV
Relative energy (zero: lowest compared OMol25 entry of this formula, charge and spin) = 0.0 kcal/mol
Max |F| = 0.0590 Eh/bohr
Total charge = +2
2S+1 = 3

Atomic partial charges in e from the Löwdin method, atoms 1 to 6:
1. Pt 0.08
2. Se 0.35
3. P 0.31
4. Se 0.31
5. C -0.40
6. C -0.11

***

Below is a 5-piece molecular cluster, C28H41NO14 overall at a distorted geometry, with properties calculated with ωB97M-V/def2-TZVPD.

Structure (XYZ):
```
84
Properties=species:S:1:pos:R:3:forces:R:3
C -5.557 -2.988 2.193 0.106 -0.153 0.058
C -4.407 -2.937 1.525 -0.262 0.041 0.158
C -3.673 -1.714 1.166 0.442 0.324 0.107
C -3.882 -0.489 1.810 -0.186 -0.093 0.024
C -3.180 0.654 1.467 0.010 0.181 -0.181
C -2.246 0.553 0.459 -0.056 -0.044 -0.260
C -2.014 -0.644 -0.206 -0.217 0.042 0.235
C -2.725 -1.787 0.123 -0.540 -1.194 1.047
C -2.449 -3.020 -0.670 -0.836 -0.189 -0.116
C -3.336 -3.337 -1.661 0.588 0.075 0.606
C -0.949 -0.423 -1.232 -0.267 0.081 0.132
O -0.495 -1.187 -2.041 0.085 0.005 0.184
N -0.589 0.928 -1.098 0.150 -0.235 0.173
C -1.360 1.594 -0.132 0.320 -0.166 0.069
O -1.268 2.765 0.125 -0.039 -0.072 0.143
H -6.109 -3.918 2.228 0.150 -0.071 0.357
H -5.982 -2.150 2.729 -0.182 0.163 -0.372
H -3.976 -3.875 1.190 -0.116 0.097 -0.407
H -4.622 -0.420 2.598 0.041 -0.077 0.046
H -3.358 1.606 1.949 -0.026 -0.030 0.079
H -1.597 -3.643 -0.409 1.110 1.020 -1.161
H -3.014 -3.378 -2.697 0.126 -1.833 0.101
H -4.374 -3.503 -1.381 -0.422 1.697 -0.568
H 0.371 1.201 -1.247 -0.145 0.287 -0.447
C -4.057 -8.022 -3.852 0.026 -0.118 0.223
C -5.495 -7.549 -3.867 0.171 0.145 -0.291
O -6.279 -8.153 -2.824 -0.050 -0.034 -0.022
C -6.059 -7.686 -1.598 0.028 -0.059 -0.050
O -5.292 -6.807 -1.299 -0.008 0.094 0.056
O -6.834 -8.363 -0.750 -0.009 -0.009 0.020
C -6.642 -8.021 0.624 -0.075 -0.016 0.136
H -4.016 -9.110 -3.907 -0.011 0.006 -0.101
H -3.517 -7.604 -4.701 -0.028 -0.009 -0.028
H -3.552 -7.715 -2.938 -0.011 0.084 -0.021
H -5.980 -7.852 -4.793 -0.119 -0.074 0.085
H -5.562 -6.464 -3.795 0.020 -0.007 0.143
H -6.767 -6.952 0.780 0.066 0.017 -0.033
H -5.653 -8.334 0.956 0.032 0.077 -0.018
H -7.401 -8.562 1.181 -0.023 -0.049 -0.081
C -1.791 4.847 3.357 0.083 0.196 0.155
C -1.071 5.105 2.050 -0.185 -0.251 0.072
O -0.508 6.431 2.002 -0.040 0.060 -0.028
C 0.585 6.618 2.732 0.000 -0.043 -0.063
O 1.152 5.788 3.397 0.046 -0.012 0.003
O 0.966 7.890 2.595 0.003 0.031 0.025
C 2.099 8.253 3.391 0.129 0.100 -0.014
H -2.552 5.610 3.529 -0.070 -0.058 -0.064
H -2.269 3.868 3.331 -0.013 0.003 -0.039
H -1.101 4.871 4.199 0.040 -0.077 -0.031
H -1.772 5.060 1.222 0.082 0.150 -0.085
H -0.297 4.365 1.863 0.098 0.080 0.057
H 2.941 7.591 3.196 -0.028 -0.053 0.038
H 1.841 8.228 4.448 0.028 -0.082 0.006
H 2.360 9.267 3.102 -0.083 0.005 -0.054
C 2.633 -0.812 -2.618 0.456 0.182 -0.086
C 2.815 -2.129 -1.900 -0.390 0.112 0.077
O 4.058 -2.769 -2.237 0.005 -0.042 -0.030
C 5.143 -2.235 -1.683 -0.035 -0.037 -0.010
O 5.170 -1.304 -0.920 0.013 0.015 0.034
O 6.207 -2.915 -2.114 0.025 0.006 -0.024
C 7.458 -2.397 -1.655 0.150 -0.052 0.014
H 2.719 -0.950 -3.696 -0.118 -0.038 -0.005
H 1.651 -0.407 -2.396 -0.078 -0.081 -0.085
H 3.390 -0.087 -2.318 0.013 -0.053 0.081
H 2.040 -2.828 -2.207 0.107 -0.101 -0.048
H 2.746 -2.012 -0.818 0.140 0.050 0.003
H 7.475 -2.325 -0.570 -0.046 0.065 0.000
H 7.647 -1.419 -2.096 -0.034 0.039 0.070
H 8.218 -3.099 -1.987 -0.068 -0.046 -0.054
C 3.513 6.315 0.021 0.167 0.148 -0.077
C 3.819 4.965 0.632 -0.354 0.109 0.128
O 5.107 4.468 0.232 0.007 -0.038 -0.046
C 6.150 5.053 0.813 -0.033 -0.044 -0.004
O 6.109 5.926 1.642 0.013 0.023 0.024
O 7.262 4.503 0.321 0.024 0.013 -0.026
C 8.471 5.093 0.804 0.151 -0.041 0.013
H 3.597 6.277 -1.066 -0.099 -0.072 -0.004
H 2.501 6.626 0.285 -0.022 -0.040 -0.016
H 4.207 7.076 0.376 -0.017 -0.026 0.095
H 3.105 4.223 0.278 0.128 -0.099 -0.058
H 3.753 4.991 1.719 0.111 0.054 0.006
H 8.501 5.085 1.891 -0.051 0.060 0.006
H 8.567 6.114 0.435 -0.035 0.030 0.072
H 9.282 4.487 0.411 -0.064 -0.047 -0.056
```
Positions in Å, forces in eV/Å.

Summary:
E_tot = -59854.6746 eV
HOMO level = -8.426 eV
Max |F| = 0.0370 Eh/bohr
SMILES = C=Cc1ccc2c(c1C=C)C(=O)NC2=O.CCOC(=O)OC.CCOC(=O)OC.CCOC(=O)OC.CCOC(=O)OC
2S+1 = 1

Atomic partial charges in e from the Löwdin method, atoms 1 to 6:
1. C 0.04
2. C -0.12
3. C -0.15
4. C 0.00
5. C 0.01
6. C -0.08

***

- Which of these has the lowest max |F|?
  C28H41Cl6F15N2O12